{"formula": "C43H43Br3NO4PSi2Y", "method": "ωB97M-V with the def2-TZVPD basis set", "charge": -1, "lumo_energy_ev": 2.23, "de_lowest_ev": 0.809, "multiplicity": 1, "energy_ev": -291192.1198, "elements": ["Y", "C", "C", "C", "C", "C", "C", "Br", "C", "C", "Br", "C", "O", "C", "N", "H", "H", "H", "H", "H", "H", "O", "C", "C", "C", "C", "C", "C", "C", "P", "C", "C", "C", "C", "C", "C", "C", "C", "C", "C", "C", "C", "H", "H", "H", "H", "H", "H", "H", "H", "H", "H", "H", "H", "H", "H", "Br", "C", "C", "C", "C", "C", "C", "C", "O", "O", "H", "H", "H", "H", "C", "Si", "C", "C", "C", "Si", "C", "C", "C", "H", "H", "H", "H", "H", "H", "H", "H", "H", "H", "H", "H", "H", "H", "H", "H", "H", "H", "H"], "xyz": [[-0.029, -0.062, 0.998], [1.018, -3.748, 1.486], [1.403, -2.973, 2.710], [1.998, -3.651, 3.800], [2.407, -2.960, 4.896], [2.242, -1.558, 4.940], [2.668, -0.732, 6.009], [3.513, -1.488, 7.536], [2.486, 0.618, 5.960], [1.858, 1.203, 4.851], [1.612, 3.077, 4.832], [1.390, 0.465, 3.775], [0.778, 0.987, 2.767], [1.615, -0.958, 3.830], [1.202, -1.674, 2.740], [1.610, -4.660, 1.414], [1.183, -3.153, 0.591], [-0.038, -4.016, 1.512], [2.132, -4.723, 3.738], [2.871, -3.466, 5.731], [2.820, 1.246, 6.773], [-1.248, -1.849, 0.909], [-2.236, -2.299, 0.269], [-1.968, -3.153, -0.932], [-2.671, -4.363, -1.010], [-2.672, -5.114, -2.165], [-2.038, -4.633, -3.312], [-1.356, -3.434, -3.256], [-1.271, -2.704, -2.064], [-0.185, -1.240, -1.957], [1.480, -2.016, -2.095], [2.604, -1.188, -2.138], [3.881, -1.720, -2.158], [4.061, -3.097, -2.133], [2.956, -3.932, -2.088], [1.674, -3.395, -2.069], [-0.421, -0.502, -3.619], [0.514, -0.477, -4.645], [0.204, 0.124, -5.861], [-1.040, 0.698, -6.064], [-1.983, 0.674, -5.043], [-1.670, 0.084, -3.832], [-3.240, -4.680, -0.143], [-3.204, -6.058, -2.193], [-2.083, -5.190, -4.239], [-0.853, -3.065, -4.142], [2.477, -0.113, -2.126], [4.736, -1.057, -2.158], [5.060, -3.514, -2.132], [3.086, -5.007, -2.059], [0.822, -4.060, -2.019], [1.489, -0.928, -4.510], [0.945, 0.139, -6.651], [-1.275, 1.167, -7.012], [-2.957, 1.125, -5.184], [-2.405, 0.082, -3.035], [2.702, 7.146, -0.345], [2.779, 5.257, -0.150], [1.812, 4.616, 0.604], [1.861, 3.235, 0.724], [2.880, 2.508, 0.124], [3.859, 3.179, -0.600], [3.806, 4.555, -0.759], [2.983, 1.007, 0.260], [4.077, 0.489, 0.394], [1.859, 0.361, 0.187], [1.026, 5.183, 1.083], [1.115, 2.734, 1.331], [4.668, 2.607, -1.035], [4.554, 5.078, -1.339], [-3.248, 3.029, 2.872], [-2.973, 1.313, 2.163], [-2.193, 0.342, 3.592], [-4.653, 0.514, 1.906], [-2.008, 1.211, 0.592], [-2.061, 2.547, -0.659], [-3.595, 2.356, -1.755], [-2.150, 4.319, -0.020], [-0.546, 2.578, -1.813], [-3.679, 2.929, 3.873], [-3.935, 3.622, 2.268], [-2.312, 3.584, 2.968], [-2.967, 0.105, 4.328], [-1.408, 0.915, 4.089], [-1.766, -0.622, 3.287], [-5.262, 0.519, 2.814], [-4.508, -0.522, 1.586], [-5.211, 1.026, 1.116], [-2.512, 0.359, 0.091], [-4.458, 2.804, -1.253], [-3.844, 1.308, -1.933], [-3.477, 2.852, -2.723], [-3.131, 4.562, 0.389], [-1.959, 4.993, -0.861], [-1.405, 4.533, 0.749], [0.142, 1.743, -1.652], [0.029, 3.493, -1.653], [-0.840, 2.553, -2.865]]}